Record 1
72
Properties=species:S:1:pos:R:3:forces:R:3:lowdin_charge:R:1 method="wB97M-V/def2-TZVPD" relative_energy_kcal_mol=11.2 orbital_gap_ev="5.5 / 4.9" e_homo_ev="-13.9 / -13.9" total_charge=+2
Mo -2.2916 -0.3686 -1.1316 -0.90 -0.53 0.05 0.73
C 6.4806 -0.1602 -1.5636 0.00 0.02 -0.02 -0.06
C 5.1942 0.6647 -1.5979 0.02 0.02 -0.01 -0.56
C 5.1544 1.5503 -0.3448 0.03 -0.01 -0.03 -0.04
C 5.2089 1.5500 -2.8536 0.01 -0.01 0.05 -0.03
C 3.9457 -0.2140 -1.6415 -0.05 -0.03 -0.02 -0.14
C 4.0187 -1.6079 -1.7785 -0.02 0.07 0.02 0.02
C 2.9009 -2.4346 -1.8438 -0.11 0.12 0.02 0.05
C 1.6802 -1.8081 -1.7596 0.13 0.26 0.03 -0.18
O 0.4064 -2.3697 -1.7679 -0.01 0.03 0.00 0.19
B -0.4244 -1.3148 -1.6229 0.01 -0.08 0.06 -0.69
O 0.2285 -0.0789 -1.5883 0.15 -0.11 0.11 0.06
C 1.5915 -0.4263 -1.6293 0.06 -0.20 -0.10 -0.17
C 2.6877 0.3987 -1.5712 -0.02 -0.16 -0.02 0.07
H 7.3344 0.5117 -1.4857 0.01 0.02 0.00 0.10
H 6.6146 -0.7469 -2.4724 0.00 -0.03 -0.03 0.09
H 6.5115 -0.8316 -0.7051 0.01 -0.02 0.04 0.09
H 6.0533 2.1635 -0.3008 0.04 0.02 0.00 0.09
H 5.1143 0.9471 0.5623 0.00 -0.04 0.04 0.09
H 4.3024 2.2293 -0.3457 -0.06 0.03 0.00 0.07
H 6.0954 2.1829 -2.8512 0.04 0.02 0.01 0.10
H 4.3367 2.2023 -2.8970 -0.04 0.03 0.00 0.08
H 5.2270 0.9454 -3.7599 0.00 -0.04 -0.04 0.10
H 4.9885 -2.0765 -1.8368 0.03 -0.01 -0.01 0.11
H 2.9884 -3.5043 -1.9531 0.00 -0.07 -0.01 0.14
H 2.5782 1.4689 -1.4819 0.00 0.06 0.00 0.13
C -2.9317 -2.4471 3.2531 0.13 -0.05 -0.06 -0.13
C -2.9326 -0.9301 3.1414 0.08 0.07 0.14 -0.54
C -4.3433 -0.3757 3.0414 -0.07 0.11 -0.14 -0.14
Sb -1.6034 -0.2341 1.5843 0.08 0.05 -0.04 1.54
C 0.2034 -1.4163 1.7838 0.05 -0.08 -0.04 -0.51
C -0.0176 -2.8764 1.3788 -0.08 0.04 -0.04 -0.13
C 0.7740 -1.3515 3.1981 0.01 0.18 0.04 -0.11
C -1.1833 1.8252 2.0925 0.03 0.13 -0.11 -0.54
C -0.1606 1.9889 3.2093 0.16 -0.11 -0.02 -0.13
C -2.4719 2.5760 2.4424 -0.07 -0.12 -0.02 -0.14
H -3.6656 -2.7479 4.0001 -0.04 -0.02 0.05 0.10
H -1.9659 -2.8435 3.5629 -0.04 0.01 -0.02 0.06
H -3.2129 -2.9365 2.3160 -0.02 -0.01 0.01 0.03
H -2.4460 -0.5058 4.0268 0.00 0.00 -0.03 0.10
H -4.8526 -0.7221 2.1388 -0.02 0.00 -0.02 0.03
H -4.3825 0.7122 3.0587 0.00 -0.04 0.00 0.06
H -4.9251 -0.7410 3.8873 -0.03 -0.01 0.06 0.10
H 0.8982 -0.9353 1.0865 -0.05 0.00 0.01 0.08
H -0.4595 -3.4408 2.1976 -0.01 -0.01 0.00 0.07
H 0.9479 -3.3326 1.1597 0.05 -0.01 -0.01 0.10
H -0.6485 -3.0117 0.5004 0.02 0.01 0.00 0.04
H 0.0673 -1.7411 3.9304 -0.04 -0.01 0.06 0.08
H 1.0736 -0.3504 3.5053 -0.03 -0.11 -0.03 0.06
H 1.6590 -1.9874 3.2436 0.04 -0.03 -0.01 0.10
H -0.7495 2.2310 1.1741 -0.10 -0.05 0.01 0.07
H -0.4535 1.4590 4.1164 0.01 -0.01 0.03 0.08
H -0.0892 3.0465 3.4648 0.00 0.06 0.01 0.10
H 0.8369 1.6598 2.9139 -0.07 0.01 0.03 0.07
H -2.7175 2.4317 3.4951 -0.03 -0.04 0.01 0.09
H -3.3481 2.2717 1.8645 0.06 0.06 -0.04 0.05
H -2.3260 3.6456 2.2924 0.03 0.04 0.01 0.10
F -5.1134 -0.3034 -5.2984 -0.04 -0.02 -0.02 0.16
C -4.4662 0.2553 -4.3032 -0.03 0.05 0.10 -0.24
C -5.1908 0.8295 -3.2636 0.07 -0.02 -0.03 0.05
C -4.5054 1.3690 -2.1928 -0.06 -0.12 -0.06 0.00
C -3.0886 1.4595 -2.1970 0.12 -0.11 -0.14 -0.43
C -2.3483 1.8009 -1.0060 0.09 0.00 0.21 -0.15
C -2.3939 0.8581 -3.2867 0.12 0.13 -0.07 -0.10
C -3.0718 0.2258 -4.3176 0.06 0.08 0.10 0.07
H -6.2713 0.8090 -3.2953 -0.02 -0.01 0.00 0.15
H -5.0524 1.7675 -1.3471 -0.01 0.02 -0.01 0.14
H -2.8695 2.3444 -0.2299 0.00 -0.01 -0.01 0.06
H -1.3079 2.0957 -1.1493 -0.11 0.05 0.03 0.09
H -1.3085 0.9421 -3.3394 -0.11 0.03 0.00 0.13
H -2.5538 -0.2386 -5.1461 0.01 0.01 0.00 0.15
Te -3.9583 -2.0072 -0.4662 0.54 0.50 -0.08 0.73

***

Record 2
156
Properties=species:S:1:pos:R:3:forces:R:3:lowdin_charge:R:1 method="wB97M-V/def2-TZVPD" orbital_gap_ev=9.8 e_homo_ev=-9.6 total_charge=0
C 3.8023 -6.5744 5.9882 0.17 -0.69 -1.04 -0.03
C 2.6145 -6.1209 5.0597 2.07 0.38 0.12 -0.42
C 2.8760 -5.7149 3.5431 -1.99 0.13 -0.30 -0.36
F 3.8774 -4.9676 3.1129 1.49 1.60 1.28 0.12
F 2.9975 -6.7998 2.8442 0.80 -3.96 -1.26 0.12
F 1.6882 -7.0717 4.9623 -0.60 -0.30 0.28 0.15
F 2.0965 -5.0259 5.6198 -0.95 0.98 0.61 0.11
O 3.5342 -6.7448 7.3878 0.26 1.59 0.48 0.03
C 3.9826 -5.7325 8.2693 1.05 -3.98 -0.06 -0.56
C 3.6787 -6.2458 9.7111 -1.34 1.17 0.90 -0.32
F 3.9808 -7.4720 10.0973 0.19 -1.72 -1.41 0.13
F 4.3691 -5.5224 10.6069 0.30 1.62 -0.01 0.10
F 5.3126 -5.5265 8.2155 0.39 -0.11 -0.67 0.15
F 3.4179 -4.6049 7.9980 -1.13 2.01 0.02 0.20
H 4.6388 -5.9103 5.7706 0.05 0.13 0.35 0.14
H 4.0996 -7.5851 5.7084 -0.01 0.14 -0.45 0.15
H 1.9620 -5.3303 3.0905 -0.56 1.07 1.16 0.16
H 2.6127 -6.0856 9.8731 -0.23 0.00 0.04 0.17
C 0.9710 -1.0198 0.4687 -0.48 0.63 0.21 -0.03
C 2.2754 -1.8043 0.2839 -1.98 0.00 -0.05 -0.49
C 2.0603 -3.3015 0.5795 -2.39 2.72 2.52 -0.44
F 0.9298 -3.7578 0.0959 -3.16 -0.56 -2.04 0.11
F 2.9628 -4.0230 0.0902 4.06 -2.35 -1.17 0.21
F 2.8690 -1.6066 -0.8857 0.31 0.08 -1.26 0.15
F 3.0944 -1.3840 1.2253 1.75 0.73 1.35 0.15
O 1.1835 0.3878 0.2330 0.51 0.71 -0.73 0.01
C 0.0730 1.2013 -0.1019 3.34 -1.91 3.74 -0.53
C 0.5008 2.6834 -0.0727 1.14 -0.56 -0.15 -0.31
F 1.2643 3.0201 -1.1143 1.20 -0.71 -1.07 0.10
F -0.5661 3.4309 -0.2699 -2.06 0.88 0.86 0.12
F -0.3850 0.8136 -1.2290 -1.88 -0.34 -2.00 0.22
F -0.7775 0.9649 0.9608 -0.94 0.76 -1.13 0.11
H 0.7638 -1.1525 1.5306 -0.29 -0.03 0.11 0.14
H 0.1200 -1.4089 -0.0903 0.24 -0.05 -0.28 0.14
H 1.8321 -3.3883 1.6418 1.30 -0.01 0.71 0.15
H 1.0960 2.9054 0.8131 -0.47 0.07 0.39 0.17
C -5.8607 -1.2892 1.4694 -0.48 -1.19 -1.26 -0.04
C -5.7426 0.2363 1.5495 0.83 -1.33 1.91 -0.43
C -4.2993 0.6604 1.2782 0.43 1.03 -2.94 -0.32
F -4.1525 1.9920 1.4834 -0.14 0.07 0.45 0.09
F -3.2686 0.0230 1.8565 -0.74 -0.45 1.18 0.11
F -6.6106 0.7767 0.6675 0.60 0.24 0.24 0.14
F -6.0416 0.6583 2.8184 -0.45 -0.20 -0.46 0.11
O -5.3362 -1.7051 0.1718 -2.00 -1.87 -0.85 -0.03
C -6.3048 -2.3148 -0.8149 3.06 1.96 1.23 -0.39
C -5.6441 -3.3926 -1.6726 2.56 0.09 -1.98 -0.31
F -5.3434 -4.5787 -1.1129 -0.90 -0.03 1.05 0.10
F -6.3894 -3.6225 -2.7618 -1.81 -0.36 -0.20 0.11
F -7.4109 -2.8176 -0.2651 0.08 1.20 -0.27 0.18
F -6.4242 -1.2298 -1.6659 -1.65 -1.52 0.60 0.10
H -6.9060 -1.5916 1.5318 -0.12 0.37 0.16 0.14
H -5.3328 -1.9149 2.1892 0.27 0.81 0.37 0.14
H -4.1433 0.4845 0.2139 -0.10 0.10 -0.30 0.15
H -4.7290 -3.0828 -2.1773 0.40 0.94 1.04 0.15
C -1.2910 3.3931 -6.9365 0.38 2.18 0.70 -0.04
C -0.9704 2.1126 -7.6253 -1.02 0.84 -0.40 -0.51
C 0.3691 2.1551 -8.3129 1.99 -0.53 0.65 -0.33
F 0.6598 0.9396 -8.7538 0.04 -1.77 -0.48 0.11
F 0.4267 2.9484 -9.4086 -0.74 0.60 0.51 0.11
F -1.1576 1.1870 -6.6949 1.22 -1.57 1.03 0.15
F -1.8727 1.7841 -8.5637 -0.86 0.58 -0.92 0.14
O -0.2551 3.6207 -5.9308 -0.69 1.83 0.93 0.00
C -0.4994 4.7013 -4.9974 1.67 -2.54 0.13 -0.49
C 0.7649 4.8151 -4.0732 -0.36 -3.55 -1.11 -0.39
F 1.7816 5.4808 -4.5659 0.91 0.88 -1.48 0.14
F 0.4602 5.3709 -2.9505 -1.37 1.77 2.69 0.14
F -0.7560 5.8820 -5.4897 -0.75 0.84 -1.29 0.20
F -1.5419 4.3329 -4.2019 -0.10 0.23 -0.25 0.11
H -2.2668 3.3243 -6.4557 -0.05 -0.03 -0.17 0.15
H -1.2201 4.2453 -7.6124 -0.43 -0.10 -0.26 0.15
H 1.1664 2.3973 -7.6103 -0.05 0.59 0.08 0.16
H 1.0561 3.7884 -3.8514 0.32 -0.26 -0.25 0.15
O -3.8224 -1.3803 -3.4634 0.21 0.63 0.04 0.11
C -3.8001 -0.2003 -3.2411 0.05 0.52 0.25 -0.42
O -2.6590 0.4634 -2.8442 -0.75 -1.02 -0.23 0.01
C -2.9192 1.8242 -2.5044 0.58 0.32 0.70 -0.17
C -4.3978 2.1162 -2.7630 1.71 0.80 -1.79 -0.14
C -4.9432 0.8077 -3.2877 -1.01 0.41 1.27 -0.07
H -2.2604 2.4453 -3.1113 -0.07 -0.14 -0.02 0.11
H -2.6211 2.0050 -1.4717 -0.05 -0.28 0.14 0.10
H -4.2818 2.7665 -3.6300 -0.87 0.69 0.29 0.11
H -4.9171 2.6013 -1.9365 -0.02 -0.22 -0.19 0.12
H -5.4559 0.9240 -4.2425 0.31 -0.43 -0.04 0.13
H -5.7067 0.6282 -2.5307 -0.09 -1.17 -0.45 0.10
O 7.4251 3.3920 -3.2466 -1.09 -1.60 1.85 0.05
C 6.6741 2.5618 -2.7075 2.55 1.37 -2.61 -0.52
O 5.5390 2.2900 -3.2972 -2.05 -0.53 0.92 0.04
C 4.7172 1.4348 -2.4157 -0.26 -0.89 -2.26 -0.13
C 5.5814 0.9349 -1.3214 1.45 0.54 2.46 -0.16
C 6.9023 1.6895 -1.4879 -0.21 1.45 -1.02 -0.06
H 4.4727 0.5937 -3.0645 -0.55 0.17 -0.03 0.11
H 3.8098 1.9534 -2.1064 0.28 0.17 -0.04 0.12
H 5.8517 -0.1174 -1.2341 -0.64 -0.15 -0.69 0.12
H 5.1502 1.1846 -0.3519 -0.12 0.04 0.01 0.11
H 7.7456 1.0269 -1.6823 0.17 0.43 0.32 0.13
H 7.0992 2.5500 -0.8484 0.35 -0.81 1.21 0.13
O 0.3749 -2.8802 4.0045 1.00 1.14 2.11 0.06
C 0.7869 -2.3797 5.0594 -0.44 -0.36 -3.44 -0.47
O 1.9263 -1.6467 5.0872 -0.23 -0.74 -1.29 0.03
C 2.3478 -1.3051 6.3884 -0.56 0.39 0.30 -0.15
C 1.2103 -1.7757 7.2858 0.35 -1.57 1.40 -0.13
C 0.1690 -2.4767 6.3897 0.12 1.09 0.77 -0.07
H 2.4884 -0.2242 6.4001 0.12 -0.06 0.12 0.13
H 3.2815 -1.8122 6.6316 0.04 0.08 -0.22 0.12
H 0.8216 -1.0061 7.9527 -0.16 -0.03 -0.30 0.12
H 1.6157 -2.5644 7.9196 0.08 0.22 0.39 0.10
H -0.7363 -1.8806 6.5047 -0.31 -0.40 -0.71 0.13
H -0.0442 -3.5383 6.5151 0.04 0.15 0.63 0.13
O -3.3262 -7.2229 3.7047 -0.34 1.10 -1.35 0.09
C -3.1078 -6.4260 2.7970 -0.50 -3.70 3.60 -0.51
O -1.8331 -6.2035 2.5071 0.60 0.45 -1.67 0.06
C -1.7637 -5.2993 1.4186 -1.33 2.37 -1.04 -0.15
C -3.2203 -4.9743 0.9563 -0.72 -0.24 1.02 -0.13
C -4.0847 -5.5831 2.1003 0.17 1.07 -0.98 -0.07
H -1.2507 -5.5701 0.4958 0.69 -0.76 0.73 0.12
H -1.4145 -4.3293 1.7728 0.78 -0.30 0.19 0.11
H -3.4627 -5.4280 -0.0047 0.02 0.04 0.20 0.10
H -3.4040 -3.9006 0.9160 0.22 -0.03 -0.37 0.10
H -5.0539 -5.9833 1.8025 0.47 -0.68 -0.04 0.13
H -4.3623 -4.9111 2.9124 0.11 0.72 -0.19 0.13
O 3.7832 3.6985 0.4610 1.95 4.18 -2.24 0.03
C 4.1941 4.7576 -0.1336 -2.75 -3.55 2.36 -0.42
O 4.9593 4.7275 -1.2007 0.39 -2.24 -0.72 0.04
C 5.1364 5.9680 -1.8466 0.10 1.20 0.19 -0.13
C 4.8279 6.9250 -0.7227 1.08 1.44 0.85 -0.16
C 3.7797 6.1870 0.0928 -0.11 0.76 -0.31 -0.07
H 4.4147 6.1834 -2.6345 -0.22 -0.79 -0.22 0.13
H 6.1324 5.9718 -2.2893 -0.04 0.11 0.25 0.14
H 4.5924 7.9416 -1.0377 -0.52 -0.19 -0.23 0.12
H 5.6797 7.0996 -0.0654 0.40 -0.33 -0.08 0.12
H 2.8260 6.3552 -0.4074 -0.37 -0.36 0.14 0.13
H 3.6942 6.5426 1.1196 0.05 -0.44 -0.05 0.13
C -2.9480 7.3541 2.1232 -0.59 -1.42 -0.48 -0.10
C -2.6300 6.7863 0.6887 -0.33 0.80 0.14 -0.23
C -3.3410 5.3936 0.3976 0.24 1.85 1.12 -0.17
C -4.8002 5.4966 0.6951 -0.98 -0.55 -0.11 -0.23
N -5.9457 5.5130 0.9014 1.91 0.11 -0.31 0.14
H -2.6016 8.3045 2.5291 0.63 0.04 -0.88 0.07
H -2.6166 6.5750 2.8097 -0.03 0.06 0.33 0.07
H -4.0311 7.4150 2.2285 -0.12 -0.12 0.01 0.06
H -1.5550 6.6937 0.5344 0.04 -0.38 0.17 0.09
H -2.9245 7.4923 -0.0879 -0.28 0.09 0.04 0.10
H -2.8643 4.7000 1.0903 -0.33 -0.42 -0.20 0.10
H -3.1651 5.1113 -0.6405 -0.12 -0.13 0.14 0.10
C -0.4679 -2.7085 -4.6371 0.05 -0.68 0.49 -0.10
C 0.1852 -1.3803 -4.9588 0.91 -0.06 -1.23 -0.25
C 1.6020 -1.1016 -4.3726 -0.69 0.95 0.28 -0.15
C 2.0299 0.2934 -4.6772 -1.34 -3.33 0.90 -0.22
N 2.3230 1.3504 -4.9335 0.75 2.86 -0.70 0.17
H -0.8968 -3.1658 -5.5287 -0.16 0.24 -0.04 0.07
H -1.2675 -2.6339 -3.9001 0.12 0.01 0.10 0.06
H 0.2624 -3.4464 -4.3049 0.09 -0.01 0.28 0.07
H -0.4588 -0.5410 -4.6960 0.03 -0.02 -0.17 0.10
H 0.3294 -1.4378 -6.0377 -0.17 0.74 -0.16 0.11
H 2.4395 -1.6996 -4.7320 -0.42 -0.58 0.10 0.12
H 1.4589 -1.1921 -3.2958 0.68 -0.01 0.18 0.10

***

Record 3
22
Properties=species:S:1:pos:R:3:forces:R:3:lowdin_charge:R:1 method="wB97M-V/def2-TZVPD" relative_energy_kcal_mol=30.2 orbital_gap_ev=9.3 e_homo_ev=-9.0 total_charge=0
C -0.6473 -0.0563 1.8332 0.20 -0.72 1.16 -0.62
C -0.2689 -0.8434 3.0968 -0.14 0.91 0.20 0.01
C -0.4309 -1.9615 -2.4584 0.41 1.39 -0.19 -0.12
C 0.4770 3.1515 0.0057 3.26 1.02 -2.40 -0.48
C 0.5153 -0.9233 -1.8904 3.80 -0.64 -0.86 -0.38
N -0.2327 -0.6363 0.6883 0.07 0.08 -1.43 -0.06
O -1.2020 1.0008 1.8049 -0.60 1.32 0.67 0.06
O -1.3240 0.9578 -1.1671 1.36 0.06 -0.01 -0.32
P -0.0455 0.3288 -0.7455 0.02 -0.08 1.82 0.57
S 1.6804 1.7747 0.0975 -1.75 -1.87 -1.33 0.55
H -0.9158 -1.6795 3.3060 -0.39 -0.42 -0.34 0.07
H 0.7504 -1.2290 2.9691 -0.16 0.24 0.39 0.08
H -0.3964 -0.1811 3.9720 0.48 -0.22 -0.50 0.09
H -0.9151 -2.4442 -1.6464 -0.74 -0.84 0.23 0.06
H -1.0792 -1.4087 -3.1066 -1.09 -0.02 -0.09 0.07
H 0.1285 -2.5966 -3.1270 0.18 -0.61 0.20 0.07
H 1.1718 4.0963 -0.0107 -1.71 -1.57 -0.02 0.07
H -0.0890 3.0535 0.8720 -1.55 0.29 0.99 -0.02
H 0.0396 2.9237 -1.0030 -0.34 1.13 1.38 0.02
H 0.9989 -0.4165 -2.7322 -0.54 0.63 -0.15 0.08
H 1.4992 -1.4448 -1.6059 -1.39 0.65 0.75 0.11
H 0.2857 -1.4659 0.8478 0.62 -0.73 -0.47 0.09

***

Calculated largest force on an atom in order - 1.0, 5.4, 4.2 eV/Å
Calculated molar mass in order - 758.7, 1496.9, 181.2 g mol⁻¹